No. 1
C29H44F3N5O9 | the ωB97M-V functional and the def2-TZVPD basis

Results
relative energy (zero: lowest compared OMol25 entry of this formula, charge and spin)	3.60	kcal per mole
HOMO	-11.255	eV
net charge	0
SMILES	O=C1OC[C@@H](F)O1.O=C1OC[C@@H](F)O1.O=C1OC[C@@H](F)O1.CCCC#N.CCCC#N.CCCC#N.CCCC#N.CCCC#N
orbital gap	11.48	eV

The geometry in XYZ format:
```
90
C29H44F3N5O9, DFT the ωB97M-V functional and the def2-TZVPD basis
C 3.0724 -1.4112 1.5801
C 4.5640 -1.1243 1.6994
C 5.4670 -2.0082 0.8451
C 5.3937 -3.4443 1.1463
N 5.3203 -4.5683 1.3792
H 2.4744 -0.5842 1.9628
H 2.7904 -2.2845 2.1672
H 2.8355 -1.5182 0.5186
H 4.8759 -1.1167 2.7453
H 4.7538 -0.1068 1.3403
H 6.5063 -1.6911 0.9199
H 5.1742 -1.9299 -0.2078
C 2.5594 2.3718 -2.2942
C 3.3505 1.6983 -1.1690
C 3.9254 2.6484 -0.1391
C 4.8433 3.6389 -0.6869
N 5.5791 4.4041 -1.1192
H 1.5864 2.7284 -1.9542
H 2.3701 1.6395 -3.0780
H 3.1152 3.2218 -2.6911
H 4.1377 1.1108 -1.6519
H 2.7120 0.9663 -0.6695
H 4.4913 2.0933 0.6193
H 3.1430 3.1339 0.4493
C -5.1322 3.1136 -1.3932
C -3.6445 3.3272 -1.1970
C -3.2803 3.7494 0.2312
C -4.0274 4.9167 0.7114
N -4.6513 5.7893 1.1172
H -5.6891 4.0577 -1.3992
H -5.5907 2.4848 -0.6294
H -5.3467 2.6713 -2.3676
H -3.1994 3.9891 -1.9387
H -3.1535 2.3566 -1.3382
H -2.2122 3.8958 0.3655
H -3.6551 2.9527 0.8844
C -2.3119 5.8904 4.8213
C -1.8742 4.6764 4.0126
C -2.8130 3.4844 4.2564
C -2.4772 2.3144 3.4391
N -2.2443 1.4305 2.7493
H -1.6125 6.7161 4.6618
H -2.3849 5.6811 5.8869
H -3.2605 6.3150 4.4775
H -0.8635 4.4035 4.3395
H -1.7431 4.9160 2.9565
H -3.8305 3.7889 4.0098
H -2.7153 3.1733 5.2964
C 0.7189 -4.7734 -0.3407
C 1.8717 -5.0617 0.6314
C 1.4474 -5.2258 2.0946
C 0.5570 -4.1583 2.5491
N -0.0961 -3.2977 2.9431
H -0.1743 -5.3391 -0.0622
H 1.0203 -5.0426 -1.3504
H 0.4545 -3.7181 -0.3276
H 2.5418 -4.1978 0.6078
H 2.4717 -5.9135 0.3198
H 2.3236 -5.1849 2.7474
H 0.9814 -6.1985 2.2670
C -0.4232 -0.4690 0.5839
C -0.6823 0.8806 -0.0473
O -0.7591 0.6070 -1.4058
C -0.1797 -0.6153 -1.6612
O 0.0285 -1.0225 -2.7526
O 0.0828 -1.2408 -0.5123
F 0.4180 1.7064 0.1526
H -1.3575 -0.9426 0.8874
H 0.2339 -0.4458 1.4452
H -1.5676 1.4100 0.2837
C -2.7653 -4.1600 1.5002
C -4.2722 -4.3065 1.5800
O -4.7135 -3.0892 1.0144
C -3.7067 -2.5518 0.2774
O -3.7727 -1.5505 -0.3504
O -2.6013 -3.3324 0.3525
F -4.7179 -4.3934 2.8546
H -2.1861 -5.0780 1.4964
H -2.4069 -3.5919 2.3636
H -4.6705 -5.1443 1.0036
C 1.6282 -0.6612 -6.0791
C 0.6529 -1.7586 -6.4292
O -0.3534 -1.0363 -7.1279
C 0.2547 0.0122 -7.7404
O -0.2112 0.6770 -8.5977
O 1.5082 0.1906 -7.2340
F 0.1349 -2.3735 -5.3561
H 2.6448 -0.9874 -5.8926
H 1.2539 -0.0856 -5.2283
H 1.0602 -2.4977 -7.1250
```

Mulliken population analysis, charges in e, atoms 1 to 4: number 1, C, carries -0.716; number 2, C, carries -0.067; number 3, C, carries -0.489; number 4, C, carries 0.112

=====

No. 2
C29H44N4P2RuS6Sb | the ωB97M-V functional and the def2-TZVPD basis

Results
⟨S²⟩	0.78
relative energy (zero: lowest compared OMol25 entry of this formula, charge and spin)	44.64	kcal per mole
HOMO (spin up / spin down)	-1.862 / -1.825	eV
net charge	-2
multiplicity	2
orbital gap (spin up / spin down)	5.60 / 5.59	eV

The geometry in XYZ format:
```
87
C29H44N4P2RuS6Sb, DFT the ωB97M-V functional and the def2-TZVPD basis
Ru -0.2547 -0.5539 0.6753
C -2.7263 2.3845 2.3663
C -1.6203 2.6644 1.3522
C -1.6364 4.1346 0.9409
P -1.5900 1.3449 0.0080
C -3.3800 0.9817 -0.4353
C -3.3095 0.0847 -1.6685
C -4.3874 2.0986 -0.6893
C -0.8739 2.2359 -1.4093
C -1.4732 3.3303 -2.0151
C -0.8481 4.0245 -3.0360
C 0.4131 3.6133 -3.4573
C 1.0281 2.5293 -2.8835
C 0.4050 1.7882 -1.8498
N 0.8723 0.6331 -1.3780
C 2.1415 0.1662 -1.4420
C 3.3416 0.8827 -1.3663
C 4.5320 0.1858 -1.2941
C 4.5553 -1.2015 -1.2662
C 3.3735 -1.9252 -1.3325
C 2.1784 -1.2502 -1.4764
P 0.4679 -1.8323 -1.5305
C -0.1403 -1.2861 -3.2410
C -1.2727 -2.1661 -3.7572
C 0.9317 -1.0989 -4.3094
C 0.7374 -3.6888 -1.6384
C 1.5267 -4.1845 -2.8495
C -0.5659 -4.4698 -1.4804
H -2.5055 2.8966 3.3050
H -2.7889 1.3159 2.5693
H -3.6940 2.7315 2.0068
H -0.6446 2.4829 1.8351
H -2.6106 4.4363 0.5611
H -0.8908 4.3462 0.1782
H -1.4141 4.7452 1.8188
H -3.7197 0.3792 0.4227
H -2.9862 0.6702 -2.5309
H -4.2763 -0.3651 -1.8911
H -2.5888 -0.7166 -1.4974
H -4.1663 2.6073 -1.6227
H -4.4226 2.8331 0.1087
H -5.3809 1.6594 -0.7845
H -2.4438 3.6675 -1.6838
H -1.3288 4.8865 -3.4867
H 0.9099 4.1567 -4.2553
H 1.9952 2.2048 -3.2398
H 3.3305 1.9649 -1.3026
H 5.4615 0.7388 -1.2259
H 5.5003 -1.7219 -1.1669
H 3.4087 -3.0028 -1.2545
H -0.5697 -0.2998 -3.0271
H -0.8901 -3.0840 -4.1961
H -1.8358 -1.6348 -4.5267
H -1.9590 -2.4243 -2.9550
H 1.2824 -2.0545 -4.6950
H 1.7858 -0.5514 -3.9158
H 0.5178 -0.5257 -5.1423
H 1.3347 -3.8498 -0.7265
H 0.8766 -4.3101 -3.7140
H 1.9710 -5.1573 -2.6341
H 2.3234 -3.4969 -3.1242
H -1.0494 -4.6188 -2.4435
H -1.2647 -3.9341 -0.8365
H -0.3802 -5.4495 -1.0366
S -0.9911 -3.7779 4.4584
Sb -0.9782 -3.8839 2.1268
S -2.0596 -1.9275 1.0031
S 1.1315 -2.0860 1.5842
S -2.8509 -5.3492 1.7207
S -1.3968 -0.3372 3.7261
C 0.0375 -0.0925 4.5405
N 0.5168 1.1658 4.6271
C 1.7942 1.4777 5.2242
C 2.0517 0.4913 6.3553
C 1.9276 -0.9283 5.8027
N 0.6199 -1.0773 5.2172
H 0.1210 1.8122 3.9598
H 1.7494 2.5050 5.6037
H 2.5971 1.4173 4.4782
H 1.3049 0.6368 7.1379
H 3.0430 0.6539 6.7744
H 2.0359 -1.6714 6.5972
H 2.7063 -1.1130 5.0503
H 0.1962 -2.0065 5.1063
S 3.7430 1.2305 2.2891
C 2.2532 0.9851 1.7681
N 1.1343 0.9243 1.4215
```

Mulliken population analysis, charges in e, atoms 1 to 4: number 1, Ru, carries 0.419; number 2, C, carries -1.334; number 3, C, carries 1.112; number 4, C, carries -1.711

=====

No. 3
C29H44N6O | the ωB97M-V functional and the def2-TZVPD basis

Results
HOMO	-8.274	eV
net charge	0
SMILES	CC1(C)CCCC(C)(C)N1O.c1cc[nH]c1.c1cc[nH]c1.c1cc[nH]c1.c1cc[nH]c1.c1cc[nH]c1
orbital gap	8.96	eV

The geometry in XYZ format:
```
80
C29H44N6O, DFT the ωB97M-V functional and the def2-TZVPD basis
C -5.7877 -2.1260 0.4792
C -4.8726 -0.9752 0.8651
C -3.4974 -1.6560 1.2342
C -2.4352 -0.6391 1.4766
C -2.2395 0.1267 0.1865
C -3.5074 0.7860 -0.3483
N -4.6119 -0.2403 -0.4257
O -5.7527 0.4606 -0.8054
C -3.8460 2.0247 0.4985
C -3.1649 1.2280 -1.7423
C -5.3888 -0.1681 2.0233
H -5.4493 -2.6649 -0.4209
H -6.7720 -1.7090 0.4223
H -5.8377 -2.7909 1.3652
H -3.5226 -2.3967 2.0579
H -3.1997 -2.1535 0.3230
H -1.4906 -1.1819 1.7193
H -2.6300 0.0571 2.2529
H -1.8947 -0.4779 -0.6709
H -1.4696 0.8988 0.2860
H -4.9346 2.2380 0.4917
H -3.4663 2.0221 1.5135
H -3.4005 2.8840 0.0079
H -2.9034 0.3794 -2.3475
H -3.9997 1.7552 -2.1378
H -2.2849 1.8534 -1.7415
H -5.7098 -0.8108 2.8446
H -6.1330 0.4922 1.6406
H -4.5866 0.5432 2.3901
H -5.6833 0.6216 -1.7471
N 5.2916 -0.3404 0.6781
C 6.0212 0.4857 1.5481
C 6.6279 1.4543 0.8024
C 6.2810 1.1076 -0.5805
C 5.4154 0.1017 -0.5977
H 4.6249 -1.0118 1.0635
H 6.1363 0.2549 2.5994
H 7.2873 2.2715 1.0779
H 6.6149 1.5917 -1.5230
H 4.8687 -0.3383 -1.4396
N 0.1658 1.1539 -2.9809
C 0.0360 2.5290 -2.9041
C -0.6287 2.9107 -4.0489
C -0.8755 1.7185 -4.8247
C -0.3538 0.6543 -4.1195
H 0.5958 0.6133 -2.2519
H 0.5269 3.0863 -2.1958
H -0.8148 3.9667 -4.2810
H -1.4548 1.7067 -5.7367
H -0.5560 -0.4046 -4.3032
N 2.7440 -3.5385 1.5389
C 4.1403 -3.4787 1.7250
C 4.2955 -2.8149 2.9155
C 3.0809 -2.3486 3.3955
C 2.0855 -2.8016 2.5491
H 2.2966 -3.7492 0.6590
H 4.8187 -4.0688 1.1357
H 5.2765 -2.6818 3.3384
H 2.9343 -1.8441 4.3243
H 1.0168 -2.5893 2.4053
N 2.9771 2.4947 0.6618
C 2.3699 1.8906 1.7161
C 1.0378 2.1511 1.6986
C 0.8058 2.9389 0.5368
C 2.0171 3.1132 -0.1070
H 3.9548 2.3804 0.3627
H 2.8860 1.2172 2.4422
H 0.3132 1.7669 2.4282
H -0.0925 3.4077 0.2233
H 2.4029 3.8287 -0.8834
N 0.7304 -1.0262 -0.3969
C 2.0230 -0.8601 -0.7811
C 2.4109 -1.8777 -1.5852
C 1.3233 -2.8164 -1.5746
C 0.2405 -2.1889 -0.9158
H 0.2380 -0.3055 0.1058
H 2.6068 0.0174 -0.5187
H 3.2979 -1.8812 -2.1528
H 1.2080 -3.7357 -2.1016
H -0.7780 -2.4922 -0.8182
```

Mulliken population analysis, charges in e, atoms 1 to 4: number 1, C, carries -1.925; number 2, C, carries 1.853; number 3, C, carries -1.355; number 4, C, carries -0.129

=====

No. 4
C29H44NO2P3STc | the ωB97M-V functional and the def2-TZVPD basis

Results
⟨S²⟩	3.76
relative energy (zero: lowest compared OMol25 entry of this formula, charge and spin)	37.70	kcal per mole
HOMO (spin up / spin down)	-17.954 / -17.938	eV
net charge	+4
multiplicity	4
orbital gap (spin up / spin down)	7.03 / 4.17	eV

The geometry in XYZ format:
```
81
C29H44NO2P3STc, DFT the ωB97M-V functional and the def2-TZVPD basis
P 4.2490 -1.6384 -0.8592
C 4.5095 -1.1285 0.8980
H 5.5691 -1.2089 1.1666
H 3.9291 -1.7781 1.5606
H 4.1480 -0.1058 1.0728
C 5.7885 -2.5381 -1.3061
H 5.9390 -2.4975 -2.3890
H 5.6976 -3.6056 -1.0719
H 6.6693 -2.1207 -0.8144
C 4.6443 0.0477 -1.5515
H 5.7247 0.2340 -1.4172
H 4.0536 0.8309 -1.0402
H 4.3816 0.0578 -2.6213
P -1.3560 5.1019 -1.2864
C -1.3806 5.5511 0.4786
H -1.3100 6.6310 0.6473
H -0.4996 5.0451 0.9225
H -2.3109 5.1517 0.9108
C -0.1503 6.1388 -2.1905
H -0.1579 5.8114 -3.2535
H 0.8384 5.9350 -1.7343
H -0.3697 7.2201 -2.1499
C -2.9616 5.4084 -2.1180
H -3.2134 6.4833 -2.1400
H -3.7583 4.8441 -1.5832
H -2.8481 5.0200 -3.1540
P -2.4184 -3.6797 -0.5033
C -3.2557 -3.0418 1.0090
H -4.3414 -3.1052 0.8986
H -2.9475 -1.9998 1.1619
H -2.9084 -3.6543 1.8420
C -3.5907 -2.9428 -1.7290
H -4.5836 -3.3472 -1.4743
H -3.2862 -3.2426 -2.7429
H -3.6193 -1.8372 -1.7076
C -2.7112 -5.4798 -0.5493
H -3.7809 -5.6598 -0.5236
H -2.2122 -5.9125 0.3131
H -2.2482 -5.9041 -1.4403
Tc -0.1056 0.3768 -2.3399
C 0.7671 1.6427 -1.0222
O 1.1675 2.2794 -0.1271
C -1.7969 0.9306 -1.3040
O -2.6529 1.1925 -0.5706
C -1.3770 0.3672 -3.9470
C -0.7895 -0.8905 -3.8417
C 0.5984 -0.9912 -3.7409
C 1.3611 0.1819 -3.8120
C 0.7601 1.4570 -3.8179
C -0.6460 1.5678 -3.8150
H -2.4463 0.4772 -4.0238
H -1.3663 -1.7985 -3.6518
H 1.0432 -1.9409 -3.4589
H 2.4257 0.0839 -3.6927
H 1.2814 2.4041 -3.7863
H -1.0957 2.5671 -3.7860
N -0.5618 -0.4372 0.5409
S 0.6377 -0.7211 1.5288
C 0.6076 0.6489 2.6730
C -0.3477 1.6429 2.4754
C -0.5072 2.6592 3.4297
C 0.3182 2.6849 4.5635
C 1.3100 1.7068 4.7356
C 1.4715 0.6965 3.7827
C 0.1360 -2.0754 2.6010
C -0.7742 -1.8594 3.6381
C -1.2824 -2.9466 4.3636
C -0.8772 -4.2456 4.0312
C 0.0177 -4.4602 2.9729
C 0.5230 -3.3773 2.2518
H -0.9247 -1.3299 0.1731
H -0.9982 1.5772 1.6049
H -1.2873 3.4155 3.2808
H 0.1800 3.4711 5.3125
H 1.9529 1.7265 5.6192
H 2.2323 -0.0749 3.9022
H -1.1048 -0.8411 3.8499
H -1.9988 -2.7755 5.1781
H -1.2739 -5.0922 4.6012
H 0.3183 -5.4750 2.7018
H 1.1833 -3.5092 1.3949
```

Mulliken population analysis, charges in e, atoms 1 to 4: number 1, P, carries 0.768; number 2, C, carries -0.976; number 3, H, carries 0.444; number 4, H, carries 0.314

=====

No. 5
C29H44O12 | the ωB97M-V functional and the def2-TZVPD basis

Results
relative energy (zero: lowest compared OMol25 entry of this formula, charge and spin)	2.75	kcal per mole
HOMO	-9.723	eV
net charge	0
SMILES	C[C@@H]1O[C@@H](O[C@@H]2C[C@@H](O)[C@]3(CO)[C@H]4[C@H](O)C[C@]5(C)[C@@H](C6=CC(=O)OC6)CC[C@]5(O)[C@@H]4CC[C@]3(O)C2)[C@H](O)[C@H](O)[C@H]1O
orbital gap	9.96	eV

The geometry in XYZ format:
```
85
C29H44O12, DFT the ωB97M-V functional and the def2-TZVPD basis
C -6.9103 -0.0928 2.0310
C -5.7402 -0.6381 1.2215
C -5.8709 -2.1461 0.9041
O -4.6609 -2.8282 1.1024
H -3.9665 -2.3664 0.6068
C -6.3887 -2.3152 -0.5402
O -7.6213 -1.6699 -0.7477
H -7.4879 -0.7269 -0.5639
H -6.5637 -3.3744 -0.7499
C -5.3486 -1.7501 -1.5302
O -5.9201 -1.5681 -2.7924
H -6.8781 -1.4674 -2.6634
H -4.5045 -2.4376 -1.6461
C -4.7975 -0.4174 -0.9557
O -3.5206 -0.6866 -0.4524
C -2.7514 0.4641 -0.0828
C -2.0188 1.0525 -1.2830
H -2.7355 1.4362 -2.0107
H -1.4427 0.2620 -1.7641
C -1.1040 2.2166 -0.8756
O -1.8626 3.3483 -0.5123
H -2.2144 3.1989 0.3762
H -0.5548 2.5294 -1.7670
C -0.0780 1.8350 0.2322
C 0.5525 3.1722 0.7280
H 1.4601 2.9854 1.3018
O 0.9369 4.0516 -0.2918
H 0.1354 4.3439 -0.7444
H -0.1662 3.6613 1.3946
C -0.8517 1.1831 1.4195
C 0.1117 0.7089 2.5154
H -0.4614 0.2032 3.2983
C 1.1749 -0.2309 1.9723
H 0.7117 -1.1513 1.6172
H 1.8680 -0.5017 2.7699
C 1.9556 0.4299 0.8354
C 1.0081 0.8481 -0.3027
H 0.4943 -0.0472 -0.6696
C 1.8323 1.4121 -1.4824
C 2.9593 0.4481 -1.8691
H 2.4931 -0.4667 -2.2450
C 3.9450 0.0859 -0.7572
C 4.8116 1.2950 -0.4129
H 5.3148 1.6528 -1.3084
H 4.1998 2.1089 -0.0317
H 5.5703 1.0453 0.3255
C 3.1458 -0.4759 0.4436
C 2.7744 -1.8995 0.0076
H 2.7125 -2.5339 0.8886
H 1.8080 -1.9072 -0.4923
C 3.8920 -2.3647 -0.9380
H 4.4933 -3.1405 -0.4694
H 3.4748 -2.7803 -1.8548
C 4.7728 -1.1363 -1.2575
C 6.1267 -1.2435 -0.6402
C 6.5138 -1.6948 0.5554
C 7.9793 -1.5912 0.6500
O 8.7059 -1.8778 1.5589
O 8.4380 -1.0791 -0.5267
C 7.3594 -0.8386 -1.3995
H 7.3534 0.2201 -1.6815
H 7.4920 -1.4361 -2.3094
H 5.9070 -2.0554 1.3616
H 4.9179 -1.0367 -2.3373
O 3.9622 -0.6332 1.5888
H 4.2876 0.2298 1.8671
H 3.5040 0.9023 -2.7002
H 2.2247 2.3969 -1.2220
O 1.0679 1.6405 -2.6486
H 0.7603 0.7934 -2.9929
H 2.4175 1.3381 1.2367
H 0.5815 1.5863 2.9635
C -1.7339 0.0093 0.9577
H -2.2568 -0.4032 1.8255
H -1.1376 -0.7909 0.5256
O -1.7146 2.1802 1.9723
H -2.1225 1.8184 2.7672
H -3.4282 1.2132 0.3482
O -5.6495 0.1352 0.0196
H -4.7694 0.3359 -1.7553
H -6.5850 -2.6055 1.5945
H -4.8131 -0.5000 1.7989
H -6.8837 -0.5105 3.0333
H -6.8328 0.9897 2.0923
H -7.8596 -0.3502 1.5691
```

natural (NBO) population analysis, charges in e, atoms 1 to 4: number 1, C, carries -0.623; number 2, C, carries 0.065; number 3, C, carries 0.044; number 4, O, carries -0.720

=====

Number 1: largest force on an atom 1.08 eV/Å. Number 2: largest force on an atom 2.17 eV/Å. Number 3: largest force on an atom 3.55 eV/Å. Number 4: largest force on an atom 9.93 eV/Å. Number 5: largest force on an atom 0.78 eV/Å.